No. 1
2
Properties=species:S:1:pos:R:3 method="wB97M-V/def2-TZVPD" spin_multiplicity=2 homo_energy_ha="-0.6261 / -0.6109" lumo_ha="-0.24440 / -0.34174" s_squared=0.75 relative_energy_ev=0.012 total_charge=+1
Ag -7.2519 6.5423 6.3851
Br -6.5097 6.5187 3.8135



No. 2
21
Properties=species:S:1:pos:R:3 method="wB97M-V/def2-TZVPD" homo_energy_ha=-0.0339 lumo_ha=0.25930 total_charge=-3
Ag 4.4173 -7.8238 7.6468
Cl 2.6701 -9.4536 10.9125
O 3.6926 -8.9046 9.9670
O 2.5061 -8.5481 12.0396
O 1.4749 -9.3299 10.1600
O 2.8768 -10.8360 11.2629
Cl 8.0762 -7.5216 8.8336
O 6.8355 -7.9691 9.4064
O 7.6089 -7.0163 7.5286
O 8.4928 -6.5115 9.7210
O 9.1279 -8.4453 8.5292
Cl 3.4544 -4.7752 9.6219
O 4.5460 -5.5369 9.0766
O 2.2967 -5.5745 9.8934
O 3.8359 -4.0048 10.8016
O 3.0625 -3.8034 8.6573
Cl 1.1329 -8.7460 6.3454
O 1.7762 -7.8701 7.1421
O -0.2525 -8.6910 6.5933
O 1.3164 -8.5110 4.9464
O 1.7735 -10.0110 6.5748



No. 3
3
Properties=species:S:1:pos:R:3 method="wB97M-V/def2-TZVPD" spin_multiplicity=4 homo_energy_ha="-1.2307 / -1.2852" lumo_ha="-0.94804 / -1.03068" s_squared=3.85 total_charge=+4
Ag 1.4913 1.2461 0.5014
V -1.6417 -1.0512 -0.1855
I 0.1504 -0.1950 -0.3160



No. 4
3
Properties=species:S:1:pos:R:3 method="wB97M-V/def2-TZVPD" spin_multiplicity=2 homo_energy_ha="-1.7143 / -1.6737" lumo_ha="-1.38925 / -1.38547" s_squared=0.76 total_charge=+6
Al -7.1809 -5.4518 -10.4517
Al -10.3021 -5.0199 -5.8588
F -8.0178 -5.6815 -7.6009



No. 5
6
Properties=species:S:1:pos:R:3 method="wB97M-V/def2-TZVPD" homo_energy_ha=-0.8660 lumo_ha=-0.64925 relative_energy_ev=1.787 total_charge=+2
Al 0.7171 -1.7530 -0.7767
B -0.1498 0.3646 0.1336
H -0.7902 1.2326 0.1626
H 0.8482 0.5575 0.4955
H -0.5316 -0.3506 0.8455
H -0.0938 -0.0510 -0.8606



No. 6
4
Properties=species:S:1:pos:R:3 method="wB97M-V/def2-TZVPD" homo_energy_ha=-1.0105 lumo_ha=-0.90638 relative_energy_ev=0.556 total_charge=+3
Al -2.6151 -2.5895 1.8631
O 0.6363 0.6008 -0.4528
H 0.4869 1.0870 -1.2636
H 1.4919 0.9017 -0.1467



No. 7
37
Properties=species:S:1:pos:R:3 method="wB97M-V/def2-TZVPD" homo_energy_ha=-0.3351 lumo_ha=0.08408 relative_energy_ev=1.816 total_charge=-1
As 2.8884 3.1704 19.7995
F 2.9540 3.7903 21.5202
F 4.5718 3.8244 19.4907
F 2.6855 2.2523 18.2570
F 1.1917 2.7658 20.1290
F 2.2812 4.6490 19.0509
F 3.4316 1.6277 20.4949
O -1.9403 1.2198 17.7890
H -1.2082 0.9141 17.2534
H -1.5332 1.5275 18.5988
O 3.6058 8.7705 17.0952
H 4.1407 7.9804 17.1711
H 3.5909 9.1361 17.9797
O 4.0177 -2.4394 19.4781
H 4.8605 -2.0010 19.3617
H 3.3745 -1.7306 19.4643
O 3.3732 -0.5081 23.9268
H 3.8830 -1.3121 24.0260
H 3.6752 -0.1330 23.0995
O -0.0228 6.0173 15.4259
H 0.4739 6.2904 16.1973
H -0.7887 6.5914 15.4180
O 0.0769 7.8968 21.0915
H 0.5073 7.0648 20.8946
H -0.6418 7.6621 21.6786
O 6.3116 6.1979 17.0086
H 6.1200 5.5958 17.7277
H 6.1927 5.6724 16.2175
O -1.0792 4.9253 23.6936
H -1.8741 4.6385 23.2440
H -0.5329 4.1406 23.7390
O 7.2103 -0.4370 18.9219
H 7.2596 0.0980 18.1297
H 8.1223 -0.6350 19.1349
O 6.0453 1.6896 15.2882
H 5.3486 1.8478 15.9252
H 6.0218 2.4536 14.7120



No. 8
49
Properties=species:S:1:pos:R:3 method="wB97M-V/def2-TZVPD" homo_energy_ha=-0.2859 lumo_ha=0.07353 relative_energy_ev=1.634 total_charge=-1
As -0.1167 -0.2197 0.0368
F 1.2890 0.4856 -0.8901
F -1.1760 0.9827 -0.6985
F -1.5135 -0.9463 1.0026
F 0.9657 -1.3751 0.8547
F 0.1383 0.9922 1.3435
F -0.4912 -1.3971 -1.2685
O -3.7326 2.4557 -1.0968
H -4.5628 2.2461 -1.5247
H -3.1085 2.5494 -1.8165
O -1.2413 -3.4198 2.2496
H -0.3164 -3.4193 2.0033
H -1.4906 -2.4956 2.2478
O -0.9854 4.5883 -0.3250
H -0.7826 3.6585 -0.4275
H -0.9086 4.7484 0.6156
O -3.5127 2.0646 1.6646
H -4.2290 2.6081 1.9929
H -3.4879 2.2426 0.7244
O 4.2205 -1.1935 0.1646
H 3.3971 -0.7109 0.2380
H 4.3422 -1.5928 1.0259
O 1.2323 2.6776 3.1544
H 1.8973 2.8083 2.4785
H 0.4708 2.3434 2.6805
O 2.1479 2.8602 -2.0738
H 1.9927 2.3136 -1.3035
H 1.2899 3.2294 -2.2829
O 1.0404 -3.5160 -0.9827
H 0.8204 -4.1675 -0.3168
H 0.4420 -2.7883 -0.8134
O -3.8780 -0.5799 -0.1830
H -3.1588 -0.3649 0.4110
H -3.5560 -0.3316 -1.0495
O 2.8619 -0.9744 2.8608
H 2.6823 -0.1923 2.3389
H 3.2010 -0.6369 3.6899
O -2.4275 -3.2226 -2.1822
H -1.9437 -2.5196 -2.6159
H -2.7647 -2.8227 -1.3806
O -0.0024 2.4829 -3.8495
H 0.6868 1.9772 -3.4188
H -0.5238 1.8294 -4.3158
O 2.8966 -1.3779 -3.3928
H 3.5335 -2.0311 -3.1029
H 3.0825 -0.6070 -2.8566
O 1.4972 -3.2843 3.2584
H 1.9364 -2.4726 3.0046
H 1.8461 -3.4844 4.1270